[1]
The following is a quantum chemistry calculation of a structure of composition C54H53N2O6P2PtSi in a non-equilibrium geometry, from the Open Molecules 2025 dataset.

The HOMO energy (spin up / spin down) is -9.16 / -9.38 eV. For the orbital gap (spin up / spin down), the calculation gives 5.072 / 5.277 eV.

Structure (ORCA input):
```
! wB97M-V def2-TZVPD RIJCOSX def2/J DEFGRID3
* xyz 1 1
Pt -0.4132 -0.7800 0.1023
P -1.0786 1.1585 1.2577
P 4.0854 1.4641 -1.8000
Si -2.9729 -2.2737 -1.6027
O 1.2712 1.8721 -0.3920
O 5.6643 1.7092 -2.1048
O -1.7690 -1.2439 -1.2853
O 3.5459 2.9288 -2.2301
O 0.6641 0.1236 -2.3676
O 3.9958 1.7173 -0.1691
N 0.5255 2.1942 0.6719
N 7.2760 0.7475 6.2804
C 1.7696 -1.8454 -1.5412
C -4.7643 -0.4599 -2.8458
C -3.0758 -2.3743 2.1218
C 4.0451 4.0732 -4.3057
C -1.9239 3.5014 4.5443
C 5.2687 0.2859 4.7149
C -6.9226 0.2211 -2.0307
C 4.2015 -1.0654 3.0381
C -0.9117 4.4493 4.4836
C 3.1168 -0.1859 3.0084
C -1.9896 2.4632 3.6179
C 3.1192 3.1125 -3.5974
C -1.7105 -1.7408 4.0908
C -2.7063 -1.0763 1.5762
C 2.0103 -0.4076 2.1280
C -4.5045 2.4857 -0.4401
C -2.4174 -3.6520 0.9783
C -6.7569 -0.5988 -0.9233
C 0.8528 3.1591 1.4300
C -3.4637 -5.8308 1.4272
C -5.9244 0.2875 -2.9944
C 4.8256 2.7290 0.4746
C -2.2593 1.8188 0.0800
C -1.1252 -4.3479 -4.6703
C 0.8056 -0.6899 -1.5267
C -4.3695 -5.6073 0.3768
C 5.2702 -0.8329 3.8839
C -0.0270 3.3450 2.5678
C -2.4789 -4.9235 1.6824
C 7.9598 1.0378 -2.0108
C -2.5979 -2.5869 3.4796
C -4.0932 2.8266 -1.7220
C 5.8699 2.0872 1.3500
C -3.6895 -3.4427 -4.1255
C 0.0508 4.3806 3.4849
C -4.5813 -1.3048 -1.7458
C -1.8478 2.1378 -1.2124
C 6.5361 0.5590 -2.1563
C -1.7884 -0.2510 2.1984
C -2.1561 -4.6102 -5.5637
C -1.3838 -3.6355 -3.5089
C -3.5883 1.9862 0.4686
C 4.1877 1.1666 4.7003
C -1.2539 -0.5821 3.4636
C 1.0747 -0.5949 1.3837
C -2.7721 2.6525 -2.1069
C -4.1690 -4.5214 -0.4777
C -3.4386 -4.1578 -5.2903
C -5.5998 -1.3579 -0.7910
C -1.0275 2.3826 2.6273
C 3.1206 0.9282 3.8546
C -3.1828 -3.5789 -0.2598
C 6.3834 0.5370 5.5881
C -2.6678 -3.1692 -3.2143
H -3.9126 1.7178 1.4668
H -7.5370 -0.6646 -0.1742
H 5.0629 3.6833 -4.3201
H 6.5304 1.4572 0.7526
H -4.1370 -2.5912 2.0128
H -1.9587 -5.1654 -6.4720
H 4.0522 5.0402 -3.8023
H -4.6971 -3.0907 -3.9297
H -7.8323 0.7972 -2.1493
H -2.9292 -3.4780 3.9973
H -5.5410 2.5987 -0.1520
H 2.0986 3.4922 -3.5571
H -6.0543 0.9170 -3.8670
H -4.7926 -4.4466 -1.3648
H -1.7654 -5.1021 2.4782
H 4.1926 2.0292 5.3528
H 5.4085 1.4747 2.1204
H 1.2405 -2.7797 -1.3439
H 5.2843 3.3506 -0.2922
H -0.5189 0.0504 3.9403
H -4.2443 -4.3589 -5.9853
H 8.1940 1.7683 -2.7847
H -2.7724 1.7199 3.6957
H 4.1512 3.3565 1.0613
H -3.5288 -6.7416 2.0093
H -0.5691 -3.4342 -2.8199
H -0.8325 1.9484 -1.5373
H 2.2276 1.8779 -0.1301
H -3.1815 -0.7519 0.6573
H 6.2746 -0.1409 -1.3567
H 0.8356 5.1238 3.4158
H 4.1998 -1.9307 2.3894
H 6.3897 0.0525 -3.1123
H -0.8749 5.2458 5.2144
H -5.1670 -6.3127 0.1843
H 1.7308 3.7594 1.2108
H -5.5043 -2.0220 0.0630
H -2.6659 3.5600 5.3296
H 3.7136 4.2221 -5.3344
H -2.4603 2.8960 -3.1141
H 2.2672 -1.8841 -2.5086
H -1.3609 -1.9688 5.0904
H 3.0922 2.1445 -4.1080
H 8.6482 0.1977 -2.1089
H 2.2764 1.6086 3.8413
H -3.9938 -0.3979 -3.6084
H -4.8143 3.2146 -2.4293
H 6.4759 2.8567 1.8313
H 8.1183 1.5036 -1.0379
H 2.4912 -1.6952 -0.7361
H -0.1228 -4.6994 -4.8815
H 6.1117 -1.5122 3.9044
H -1.3932 -3.2955 0.8749
*
```

[2]
The following is a quantum chemistry calculation of a structure of composition C54H57N3O5PtTe in a non-equilibrium geometry, from the Open Molecules 2025 dataset.

The expectation value of S² is 0.7550. The HOMO energy (spin up / spin down) is -10.60 / -10.64 eV. Its relative energy (zero: lowest compared OMol25 entry of this formula, charge and spin) is 0.0 kJ/mol. For the orbital gap (spin up / spin down), the calculation gives 6.811 / 6.272 eV.

Structure (ORCA input):
```
! wB97M-V def2-TZVPD RIJCOSX def2/J DEFGRID3
* xyz 1 2
Pt -0.9970 0.6224 -1.5830
Te 2.6503 0.3855 -0.3408
O -2.9429 -1.8732 2.3031
O -4.2360 -2.5478 0.5533
O -2.4419 -0.6164 -1.9146
O 2.9700 0.8027 -2.6113
O -0.8882 0.4538 0.3998
N 0.9526 0.9129 -1.7788
N -1.6696 3.6009 -1.9531
N -1.4731 2.4558 -2.6219
C -2.6472 -1.0227 1.2113
C -2.7689 3.8229 -3.8336
C -5.2246 -2.5282 2.7170
C 4.9996 4.0563 -0.2095
C -2.4385 4.4497 -2.6535
C 1.0330 2.8979 0.8982
C 4.9647 -0.3546 1.4765
C 4.1641 4.9647 0.4213
C 1.7120 1.0000 -2.8054
C -4.5602 0.0867 -0.8092
C 7.6622 -3.0477 1.6544
C -4.2975 -1.9422 -2.2439
C 4.4689 -0.6185 0.2057
C -5.6019 -2.1221 -4.2703
C 6.0211 -1.1605 1.9098
C 1.2416 1.3312 -4.1977
C 4.4607 -1.8501 -2.0107
C -1.1443 -0.6531 1.2589
C 6.5545 -2.1756 1.1370
C 2.8832 4.5485 0.7642
C -3.9637 -2.8011 1.9262
C 0.5443 0.1730 2.9383
C 2.4409 3.2585 0.5197
C -5.0416 -1.3539 -3.2638
C -4.1830 1.4147 -0.6789
C -4.0874 -3.3153 -2.2823
C -5.4108 -3.4963 -4.2830
C -2.1477 2.5735 -3.7619
C 4.6185 6.3622 0.7272
C 3.3231 2.3574 -0.0884
C 4.4872 0.7310 2.4091
C -4.6514 -4.0883 -3.2876
C 0.8206 -3.8667 1.8741
C -0.7997 -0.0280 2.6230
C 1.1467 -4.2772 0.5906
C 0.9216 0.7978 4.1133
C 0.1003 -2.6982 2.0772
C -6.4049 2.0470 -0.0149
C 5.6094 1.8761 -1.1964
C -0.2696 -1.8842 1.0078
C 0.7499 -3.5001 -0.4882
C -0.0483 1.2382 5.0044
C 0.0694 -2.3094 -0.2763
C 4.6099 2.7466 -0.4858
C -5.8822 -0.2495 -0.5089
C -1.3851 1.0583 4.6973
C 4.9899 -1.6148 -0.6267
C -3.1446 -1.8342 0.0131
C 6.0388 -2.3782 -0.1416
C -3.4228 -4.2054 2.1112
C -6.7905 0.7165 -0.1131
C -1.7610 0.4470 3.5067
C -5.0938 2.3914 -0.2947
C -3.6049 -1.0343 -1.2178
H -4.1757 -4.9368 1.8201
H -2.6860 5.4240 -2.2703
H 7.3648 -4.0965 1.6348
H 5.1380 1.1002 -1.7912
H -3.1574 1.7092 -0.8541
H -2.1484 1.3957 5.3859
H 4.3358 -0.9219 -2.5672
H -4.7742 3.4226 -0.2117
H 6.2884 1.3979 -0.4884
H 2.2088 5.2475 1.2461
H 0.3941 0.6989 -4.4599
H -6.0242 -3.1892 2.3851
H 6.2041 2.4860 -1.8747
H 0.9071 1.8607 1.2064
H 4.3931 0.3317 3.4186
H -3.5030 -3.8051 -1.5171
H -3.2147 -0.0875 1.2691
H 5.1329 -2.4897 -2.5795
H -3.3771 4.2094 -4.6300
H 1.1107 -4.4680 2.7258
H -2.5307 -4.3433 1.4987
H 8.5541 -2.9519 1.0338
H -5.0419 -2.6933 3.7779
H -6.1854 -1.6472 -5.0478
H -5.8472 -4.1001 -5.0674
H 3.4851 -2.3496 -1.9755
H 0.9273 2.3731 -4.2310
H 6.4674 -3.1490 -0.7722
H 1.6884 -5.2000 0.4313
H 1.9709 0.9446 4.3368
H 3.9762 7.0945 0.2364
H 4.5713 6.5557 1.7996
H -3.1531 -4.3656 3.1544
H 0.9287 -3.8363 -1.5020
H -1.2541 3.7304 -1.0445
H -2.8116 0.3235 3.2955
H 0.6788 3.5254 1.7138
H 5.9944 4.3684 -0.5046
H 6.4249 -0.9777 2.8997
H -6.1970 -1.2805 -0.5864
H -4.4913 -5.1583 -3.2918
H 2.0462 1.1762 -4.9104
H -0.2773 -1.7609 -1.1444
H 1.3032 -0.1878 2.2537
H -0.1882 -2.4225 3.0816
H -5.1905 -0.2814 -3.2650
H 3.5291 1.1670 2.1327
H -7.8090 0.4299 0.1129
H 0.3782 3.0352 0.0341
H 7.9291 -2.7874 2.6765
H -7.1189 2.8034 0.2820
H 5.2114 1.5475 2.4366
H -5.5337 -1.4944 2.5636
H -2.3584 -2.5233 -0.3106
H 5.6410 6.5294 0.3948
H -2.1575 1.7648 -4.4729
H 0.2388 1.7188 5.9301
*
```

[3]
The following is a quantum chemistry calculation of a structure of composition C54H58BaCl3N5O6P2S in a non-equilibrium geometry, from the Open Molecules 2025 dataset.

The HOMO energy is -2.05 eV. Its relative energy (zero: lowest compared OMol25 entry of this formula, charge and spin) is 54.2 kJ/mol. For the orbital gap, the calculation gives 5.991 eV.

Structure (ORCA input):
```
! wB97M-V def2-TZVPD RIJCOSX def2/J DEFGRID3
* xyz -2 1
Ba 0.6916 -0.3146 -0.6141
Cl 2.0468 -6.0406 -1.4693
Cl -0.9304 -2.3992 1.2128
Cl -0.3233 -7.3781 3.1836
S 3.3553 -0.9019 -3.1986
P 1.1994 2.9145 -0.8968
P 3.1971 -0.2405 1.8498
O -3.5713 -0.1196 0.5456
O -1.6194 0.6719 -0.2200
O 0.9211 -3.3340 -0.9061
O 4.0250 -0.7419 -1.9230
O -2.5422 2.8017 -1.2017
O 3.6574 0.0739 -4.2248
N 5.2459 -6.1351 -5.2957
N -0.4139 -1.1318 -3.0871
N 1.8092 -0.9387 -2.8411
N 0.9357 1.5158 1.6395
N 1.0108 -1.9199 -4.8402
C 0.0150 -6.1841 1.9441
C -5.6299 2.8015 0.6005
C 4.2400 -4.8133 -3.5244
C -1.4667 -1.5210 -3.7726
C -5.3665 4.1683 2.5646
C 0.1993 -1.5557 4.4116
C 4.8480 -3.7598 -5.5980
C 1.4121 -1.4503 3.7538
C 0.4161 3.6314 0.5911
C 3.8510 -2.4747 -3.8386
C 1.6674 -0.4297 2.8414
C 0.6674 0.5460 2.5831
C -4.2541 2.7288 0.4422
C -5.2030 1.7202 -4.0965
C -0.5646 5.4383 1.8978
C -4.4724 1.5121 -1.8033
C -5.3799 0.4667 -1.6345
C 0.5808 3.6671 -2.5039
C 0.6134 -4.2159 -0.0579
C 3.8588 2.8787 -1.7098
C 4.1425 -1.8489 1.9728
C -6.1052 0.6831 -3.9206
C -0.1139 2.5423 -3.2797
C 4.3758 -2.5516 -5.1178
C -6.1830 3.5169 1.6562
C -0.0714 -2.3032 -5.4923
C 4.7630 -2.3064 3.2948
C 3.7638 -3.6056 -3.0432
C 4.2054 2.3097 2.4552
C -4.3928 2.1292 -3.0472
C 0.8091 -1.3531 -3.6362
C -0.0678 4.9307 0.7094
C -0.5370 4.6193 3.0248
C -0.2303 -3.9793 1.0754
C 4.7947 -4.8990 -4.7977
C 0.8005 -6.5220 0.8567
C -0.8046 -0.6394 4.1161
C -0.5851 0.3763 3.2123
C -0.5127 -4.9074 2.0523
C -2.8706 0.6936 -0.0443
C -0.0652 3.3304 2.9506
C 1.0700 -5.5699 -0.1031
C 4.2619 0.8629 2.9350
C -6.1864 0.0580 -2.6838
C 3.0109 5.1284 -0.9193
C -3.9866 4.1052 2.4071
C -3.4387 3.3965 1.3553
C -1.3617 -2.1368 -5.0140
C 3.9426 0.7867 4.4230
C 3.3565 -2.9737 1.3051
C 0.4095 2.7637 1.7337
C -3.5506 1.9645 -0.6770
C -0.2944 4.9192 -2.4982
C 2.9152 3.6137 -0.7626
H 4.6665 1.3764 4.9933
H 5.2804 0.4942 2.7672
H -5.7995 4.7236 3.3880
H -0.0693 5.5758 -0.1579
H 6.0103 -6.0498 -5.9476
H -2.3629 3.3705 1.2265
H 0.2551 5.8020 -2.1690
H 4.0183 -2.6114 4.0303
H -1.1710 4.7900 -1.8652
H -0.3898 2.8838 -4.2820
H -0.9566 6.4460 1.9458
H 4.1731 -5.7031 -2.9082
H -1.7228 2.2976 -1.0100
H 0.1053 -2.7674 -6.4607
H -1.3947 1.0435 2.9471
H 1.5083 3.9031 -3.0402
H 4.9768 -1.6152 1.2960
H 5.2538 -3.8290 -6.6013
H -6.2835 2.3016 -0.1003
H -6.7310 0.3556 -4.7423
H 4.8461 2.9476 3.0723
H -0.6438 5.1143 -3.5171
H -0.8880 4.9979 3.9796
H 3.5572 2.9920 -2.7540
H 3.8911 1.8102 -1.5004
H 5.4009 -3.1748 3.1058
H -5.4189 -0.0378 -0.6789
H -2.2288 -2.4576 -5.5713
H -6.8758 -0.7644 -2.5365
H 5.4628 -6.8008 -4.5698
H -1.0284 2.2237 -2.7741
H -5.1164 2.2084 -5.0599
H 4.8744 3.2749 -1.6183
H -1.1399 -4.6319 2.8886
H 4.4040 -1.6550 -5.7187
H 3.9560 -0.2356 4.8000
H 3.9891 -3.8540 1.1658
H 2.4941 -3.2767 1.8990
H 2.9932 -2.6787 0.3204
H -2.4321 -1.3274 -3.3125
H 3.1844 3.3585 0.2641
H -3.6712 2.9226 -3.1862
H 2.3559 5.6461 -0.2168
H 3.2975 -3.5464 -2.0670
H -7.2602 3.5629 1.7644
H 4.0360 5.4623 -0.7319
H -0.0361 2.7249 3.8454
H 2.9483 1.1900 4.6155
H 3.1848 2.6902 2.5097
H 4.5402 2.3852 1.4198
H -3.3281 4.6129 3.1015
H 0.5365 1.6718 -3.3893
H 5.3855 -1.5351 3.7501
H 2.7475 5.4398 -1.9325
H -1.7844 -0.7424 4.5682
H 1.2042 -7.5198 0.7514
H 0.0239 -2.3647 5.1092
H 2.1733 -2.1920 3.9543
*
```

[4]
The following is a quantum chemistry calculation of a structure of composition C54H59F7O6S3 in a non-equilibrium geometry, from the Open Molecules 2025 dataset.

The HOMO energy is -8.97 eV. Its relative energy (zero: lowest compared OMol25 entry of this formula, charge and spin) is 175.2 kJ/mol. For the orbital gap, the calculation gives 9.269 eV.

Structure (ORCA input):
```
! wB97M-V def2-TZVPD RIJCOSX def2/J DEFGRID3
* xyz 0 1
S -4.4579 -0.0630 -4.2443
S 5.1775 1.4519 -2.3394
S -1.1783 -5.3117 -3.4483
F -0.6715 -0.1298 8.2499
F -3.1594 -3.7279 4.7578
F 2.9532 2.1212 4.2992
F -2.3193 5.8148 -0.7782
F -0.7999 -2.1675 -1.5643
F 1.2928 3.8648 2.4238
F 5.3251 -2.7771 0.1089
O 5.1556 1.8640 -3.7178
O -3.3818 -0.2539 -5.1507
O -0.9736 -4.8034 -2.1724
O -1.4839 -6.6941 -3.8131
O -5.2801 1.1508 -4.2253
O 5.6685 0.1389 -2.0628
C -2.6337 -4.4539 1.2293
C 1.9996 -3.6288 -1.1907
C -4.8197 -3.4983 2.8874
C 2.6043 -0.9752 6.3366
C -1.6521 -4.0488 -5.6860
C -0.1799 -3.8616 -5.3483
C -2.3349 3.4104 -4.1886
C 2.6025 -1.4913 4.0001
C 0.3164 1.0424 0.8547
C 0.2375 -4.8864 -4.4891
C 2.1985 -4.4369 1.0894
C 3.6751 2.8882 -1.1126
C -0.7016 1.7802 5.1037
C -0.0283 -0.2156 1.4345
C -0.5034 0.9363 7.4155
C -5.5513 -1.8996 -2.8034
C -4.9593 -0.8338 -1.9569
C -0.0269 2.1679 7.7502
C -2.4103 5.0197 -1.8717
C 0.4185 1.1816 -0.5455
C -0.8194 0.6839 6.0236
C -0.2449 3.0713 5.5386
C -0.3863 -1.2608 0.6123
C -3.4767 4.0615 -3.8563
C -2.3294 -4.3397 -4.3372
C 3.6170 6.5770 1.3526
C 0.2114 3.2638 6.8247
C 2.8883 0.8641 4.5974
C -3.5406 4.8848 -2.7358
C -5.5494 -1.4103 -4.2446
C -1.1286 3.5086 -3.3919
C 6.1763 2.6258 -1.3464
C -2.3939 -4.3270 2.6216
C 1.6525 6.5488 -0.1333
C -3.8782 -0.2493 -2.6265
C 1.4562 -4.2760 -0.0558
C 2.8654 7.0516 0.2084
C -3.4856 -3.8072 3.4824
C -4.9373 -3.6696 1.4934
C 5.0262 3.2556 -0.5054
C -3.7807 -3.9627 0.7196
C -1.1740 4.3389 -2.2749
C 0.0291 0.1037 -1.3197
C 2.7756 0.3832 5.9823
C -0.4593 -1.0921 -0.8046
C 2.5482 -1.9184 5.2808
C 4.1294 -3.2738 0.0246
C 3.6606 1.5933 -1.5546
C 1.1626 5.4771 0.6612
C 3.5846 -3.9055 1.2095
C 3.3228 -3.1182 -1.1212
C 3.0594 5.4362 2.1045
C 2.7824 -0.1982 3.6821
C 1.8348 4.8962 1.7591
H -1.4761 -5.0728 -6.2035
H -0.8932 -2.0915 1.0646
H 2.8364 3.2008 -0.4434
H 0.5785 -4.0434 -6.2203
H 2.4340 -2.1879 3.1895
H 0.0842 -0.2719 2.4032
H 4.0014 -3.9613 2.1990
H 2.4325 -3.0666 5.6449
H -1.3427 -4.5823 2.9422
H 2.8462 0.9525 6.7975
H 3.8362 0.8586 -0.9531
H -3.6100 0.7719 -2.2367
H -2.0034 -3.1376 -6.2166
H -3.8993 -4.0778 -0.3411
H -0.2737 2.8602 -3.5713
H -0.0236 0.1886 -2.2460
H -3.2383 -4.9984 -4.6453
H 0.7646 4.0860 6.9481
H -6.7432 -2.1907 -2.5394
H 0.9677 6.9195 -0.9389
H 0.5824 1.9421 1.5158
H 0.1740 5.0529 0.2018
H 1.1708 -4.5452 -3.6923
H -4.3364 5.1676 -2.5375
H 4.6248 6.9169 1.7003
H 3.5972 5.0951 2.7747
H 4.8309 3.0492 0.4913
H -5.7754 0.0669 -1.7056
H 2.9213 -0.0632 2.5457
H 3.9821 -2.6262 -1.8586
H -1.1099 1.5226 4.0669
H -4.7905 -1.2913 -0.9990
H -4.3545 3.8150 -4.3384
H 0.3922 2.3699 8.9233
H 2.7405 -1.3262 7.3608
H -5.4412 -2.1842 -4.9382
H -2.6393 -3.3509 -3.6904
H 6.7857 2.1084 -0.7182
H 6.7817 3.1586 -1.9542
H -2.0692 -4.7921 0.5046
H -2.3584 2.7456 -5.0439
H 0.0343 -2.8455 -4.8394
H -1.1110 -0.2740 5.9994
H 5.2783 4.3492 -0.3850
H 1.3333 -3.5509 -2.0936
H 0.5592 -4.7101 -0.1211
H 3.4057 3.5338 -1.8234
H -5.9099 -3.3559 1.1239
H 0.6706 2.1407 -0.8736
H -0.1840 3.8921 4.8391
H -5.7096 -3.0642 3.2435
H -6.4010 -0.9182 -4.6175
H -5.2401 -2.8870 -2.5545
H -0.4938 4.4335 -1.5259
H 2.8562 1.5471 -2.3701
H 1.9482 -4.9036 1.9065
H -2.9487 -0.8623 -2.7196
H 0.2602 -5.7731 -5.1949
H 3.3484 7.7700 -0.3383
*
```

no.,DFT total energy (Ha)
1,-3741.69489
2,-3019.37754
3,-5305.03182
4,-4437.49961